Record 1
103
Properties=species:S:1:pos:R:3 method="wB97M-V/def2-TZVPD" relative_energy_kcal_mol=3.2 charge=+2 fmax_ev_per_a=1.27 gap_ev=7.40 homo_ev=-13.00
Zr 0.2292 -0.3052 -0.0375
O -3.2816 1.9385 0.3603
C -2.4341 0.9153 0.0469
O -1.1347 1.1044 0.4971
C -2.4303 0.5723 -1.4254
C -3.5531 0.5884 -2.2528
C -3.4359 0.0189 -3.4987
C -2.2250 -0.5849 -3.8742
C -1.1768 -0.5564 -2.9917
N -1.2769 0.0518 -1.7952
C 0.1943 -1.1292 -3.1972
O 0.4850 -1.7847 -4.3034
O 1.0470 -0.9616 -2.3499
H -3.0655 2.2505 1.2481
H -4.4771 1.0226 -1.8991
H -4.2746 0.0090 -4.1813
H -2.1479 -1.0612 -4.8430
H -0.2741 -1.8481 -4.8957
C 1.8803 3.6845 1.4387
C 1.0848 2.8202 2.4084
P 1.2737 1.0097 2.2803
C 2.9734 0.6684 2.8453
C 3.2872 0.9501 4.3124
C 0.1442 0.3834 3.5754
C -0.1148 1.2428 4.8116
H 1.7532 4.7366 1.6931
H 1.5502 3.5546 0.4103
H 2.9502 3.4716 1.4847
H 0.0148 3.0221 2.3203
H 1.3578 3.0751 3.4359
H 3.6337 1.2564 2.1970
H 3.1702 -0.3767 2.5977
H 3.0867 1.9841 4.5940
H 4.3419 0.7628 4.5158
H 2.7089 0.3045 4.9726
H 0.5151 -0.6098 3.8417
H -0.8025 0.2073 3.0638
H 0.7824 1.4430 5.3939
H -0.8226 0.7323 5.4658
H -0.5620 2.2003 4.5458
C -1.6046 -8.0398 2.3342
C -1.2771 -6.6419 1.8987
C -0.6177 -5.7686 2.7528
C -0.2914 -4.4730 2.3779
C 0.4506 -3.6495 3.4014
C -0.6576 -4.0435 1.0798
C -1.3218 -4.9229 0.1854
C -1.7685 -4.5537 -1.2059
C -1.6152 -6.2005 0.6236
C -0.3786 -2.6811 0.6836
O -0.0340 -1.7647 1.5219
O -0.4793 -2.2464 -0.5310
H -1.4439 -8.1743 3.4017
H -0.9786 -8.7603 1.8046
H -2.6425 -8.2842 2.1070
H -0.3403 -6.1063 3.7436
H 0.7803 -4.3101 4.2010
H -0.1928 -2.8842 3.8389
H 1.3185 -3.1410 2.9849
H -2.3943 -3.6618 -1.2144
H -2.3416 -5.3803 -1.6226
H -0.9205 -4.3587 -1.8620
H -2.1350 -6.8767 -0.0448
S 2.5913 -1.9236 0.3058
C 4.1672 -1.6066 -0.2920
N 4.3699 -1.2353 -1.5580
C 5.6957 -1.1195 -2.1706
C 6.6923 -0.7157 -1.1005
C 6.6108 -1.6886 0.0599
N 5.2162 -1.7814 0.5057
H 3.5500 -1.2775 -2.1457
H 5.6350 -0.3807 -2.9681
H 5.9724 -2.0753 -2.6219
H 6.4665 0.2935 -0.7474
H 7.7004 -0.7053 -1.5111
H 7.2064 -1.3527 0.9062
H 6.9670 -2.6787 -0.2324
H 5.0050 -2.0906 1.4411
S -3.1392 -0.7425 0.7028
C -3.8450 -0.2573 2.2427
C -3.2528 -0.6750 3.4332
C -3.8322 -0.3483 4.6507
C -4.9992 0.4021 4.6801
C -5.6016 0.8078 3.4966
C -5.0371 0.4669 2.2771
H -2.3551 -1.2795 3.3967
H -3.3803 -0.6852 5.5742
H -5.4530 0.6571 5.6287
H -6.5227 1.3741 3.5231
H -5.5167 0.7557 1.3524
N 3.5927 4.4157 -3.0274
C 2.9068 3.4510 -2.3907
C 1.5060 3.3657 -2.4766
C 0.8477 2.3697 -1.8063
N 1.4565 1.4320 -1.0542
C 2.7946 1.5316 -0.9592
C 3.5453 2.4851 -1.5942
H 3.1241 5.1162 -3.5735
H 4.5904 4.4909 -2.9448
H 0.9374 4.0843 -3.0510
H -0.2317 2.3296 -1.8492
H 3.2769 0.8061 -0.3205
H 4.6182 2.4960 -1.4523

=====

Record 2
97
Properties=species:S:1:pos:R:3 method="wB97M-V/def2-TZVPD" relative_energy_kcal_mol=0.0 charge=+3 fmax_ev_per_a=0.37 multiplicity=4 gap_ev="6.58 / 6.21" homo_ev="-15.86 / -16.24"
Re -0.4794 -0.7004 -1.1350
C 1.4479 -2.2687 5.6481
C 1.3173 -1.9515 4.1906
C 2.4467 -1.7020 3.4061
C 2.3317 -1.4054 2.0663
C 1.0788 -1.3631 1.4396
N 0.9721 -0.9933 0.1050
C 2.0705 -1.0879 -0.7970
C 3.0227 -0.0752 -0.9465
C 4.1080 -0.2573 -1.7788
C 4.2787 -1.4432 -2.5032
C 5.4576 -1.6258 -3.4057
C 3.2975 -2.4318 -2.4035
C 2.2093 -2.2554 -1.5702
N 1.1683 -3.2163 -1.5189
C 1.2282 -4.5619 -1.5411
C -0.0637 -5.0396 -1.5012
C -0.8704 -3.9033 -1.4569
N -0.1238 -2.8002 -1.4785
C -0.0558 -1.6592 2.2083
C 0.0751 -1.9171 3.5702
N -1.3665 -1.7251 1.6303
C -2.4755 -2.2153 2.2177
C -3.5452 -2.0605 1.3588
C -3.0130 -1.4608 0.2340
N -1.6921 -1.2670 0.3946
H 2.1597 -1.6004 6.1315
H 1.8186 -3.2872 5.7779
H 0.4936 -2.1906 6.1653
H 3.4292 -1.7269 3.8601
H 3.2219 -1.1993 1.4876
H 2.9234 0.8393 -0.3729
H 4.8510 0.5252 -1.8642
H 6.3167 -1.0609 -3.0498
H 5.2215 -1.2657 -4.4100
H 5.7371 -2.6747 -3.4861
H 3.3826 -3.3373 -2.9923
H 2.1754 -5.0754 -1.5676
H -0.3760 -6.0692 -1.4934
H -1.9456 -3.8326 -1.4123
H -0.7995 -2.0934 4.1790
H -2.4444 -2.6492 3.2002
H -4.5671 -2.3469 1.5359
H -3.4951 -1.1549 -0.6810
C -3.7979 -1.8012 -3.4398
C -2.3372 -1.5100 -3.6056
C -1.4981 -2.4426 -4.2148
C -0.1442 -2.1963 -4.4066
C 0.7298 -3.2119 -5.0752
C 0.3738 -0.9549 -4.0160
C -0.4566 0.0739 -3.5424
C 0.0176 1.5030 -3.6775
C -1.8086 -0.2551 -3.2557
H -4.2714 -1.8410 -4.4232
H -4.3106 -1.0250 -2.8726
H -3.9708 -2.7719 -2.9724
H -1.9177 -3.3854 -4.5492
H 0.5587 -3.1915 -6.1539
H 0.5008 -4.2219 -4.7343
H 1.7858 -3.0038 -4.9106
H 1.4143 -0.7256 -4.2219
H -0.7258 2.2164 -3.3304
H 0.1812 1.6918 -4.7396
H 0.9580 1.6871 -3.1579
H -2.4897 0.5378 -2.9633
C -0.5695 3.9101 5.3656
C 0.8179 3.5845 4.8256
C 0.8103 3.1846 3.3506
C 0.1584 1.8227 3.1256
N -0.0322 1.5078 1.7045
C -1.0154 1.9739 0.9515
S -1.0478 1.5948 -0.7717
N -1.9436 2.7529 1.4591
C -3.1203 3.3370 0.7907
C -3.0433 4.8544 0.6697
C -2.0218 5.4004 -0.3298
C -0.5665 5.3806 0.1299
H -0.5144 4.2726 6.3905
H -1.2319 3.0407 5.3769
H -1.0433 4.6973 4.7729
H 1.2792 2.7892 5.4184
H 1.4624 4.4564 4.9397
H 1.8286 3.1503 2.9552
H 0.2844 3.9508 2.7707
H -0.8145 1.7477 3.6178
H 0.7731 1.0236 3.5424
H 0.7126 1.0413 1.2133
H -1.7897 3.0815 2.4052
H -3.9865 3.0477 1.3870
H -3.2146 2.8697 -0.1872
H -2.8786 5.2921 1.6600
H -4.0424 5.1783 0.3710
H -2.2950 6.4351 -0.5403
H -2.1278 4.8704 -1.2824
H -0.4638 5.8372 1.1171
H 0.0574 5.9542 -0.5545
H -0.1415 4.3752 0.1768

=====

Record 3
100
Properties=species:S:1:pos:R:3 method="wB97M-V/def2-TZVPD" relative_energy_kcal_mol=3.5 charge=-1 fmax_ev_per_a=0.64 gap_ev=6.70 homo_ev=-4.47
Ca 0.4237 0.1007 -0.5063
S 0.8094 3.1137 0.9869
Sb 0.8451 1.3229 2.4042
S 2.3265 -0.2106 1.4447
S -1.3922 0.4997 1.5108
S 0.7149 1.3627 4.6297
C -0.3062 -3.8382 3.4443
C -0.0800 -2.4412 2.8725
Ge -1.7088 -1.6920 2.0781
C -3.1534 -1.4944 3.4101
C -3.9262 -2.7396 3.8283
C -2.3486 -2.9558 0.7322
C -2.1206 -3.2702 -0.5545
Ge -1.0753 -2.0034 -1.7245
C 0.1984 -3.0141 -2.9248
C -0.1816 -4.0558 -3.9727
C -2.3644 -1.0562 -2.9757
C -3.4431 -1.7154 -3.8285
C -2.6784 -4.5716 -1.0374
C -2.9449 -4.7720 -2.3880
C -3.4706 -5.9654 -2.8635
C -3.7236 -7.0112 -1.9912
C -3.4335 -6.8450 -0.6421
C -2.9163 -5.6495 -0.1769
H 0.6184 -4.2474 3.8584
H -0.6527 -4.5320 2.6745
H -1.0445 -3.8418 4.2507
H 0.6937 -2.4672 2.1053
H 0.2818 -1.7503 3.6382
H -3.8437 -0.7538 2.9982
H -2.6824 -1.0124 4.2717
H -4.3731 -3.2469 2.9711
H -4.7441 -2.4899 4.5094
H -3.2965 -3.4704 4.3415
H -2.9963 -3.6583 1.2680
H 0.9660 -3.4289 -2.2610
H 0.7036 -2.1832 -3.4401
H -0.5855 -4.9632 -3.5216
H 0.6834 -4.3511 -4.5775
H -0.9399 -3.6805 -4.6660
H -1.6846 -0.5045 -3.6419
H -2.8368 -0.2931 -2.3446
H -3.0174 -2.4118 -4.5557
H -4.0215 -0.9790 -4.3970
H -4.1513 -2.2824 -3.2212
H -2.7306 -3.9778 -3.0860
H -3.6678 -6.0715 -3.9238
H -4.1235 -7.9489 -2.3560
H -3.5983 -7.6600 0.0524
H -2.6660 -5.5682 0.8742
C 0.6955 5.1252 -3.1005
C -0.4451 4.1515 -2.8191
C -1.3997 4.7604 -1.7897
C -1.1845 3.8230 -4.1114
N 0.2208 2.9230 -2.3290
N -0.6560 1.8786 -1.9027
H 0.3113 6.0630 -3.5041
H 1.3958 4.6962 -3.8198
H 1.2428 5.3550 -2.1832
H -1.7697 5.7249 -2.1424
H -0.8997 4.9066 -0.8306
H -2.2741 4.1298 -1.6170
H -1.5403 4.7367 -4.5908
H -2.0568 3.1916 -3.9312
H -0.5262 3.3042 -4.8112
H 0.7331 3.1589 -1.4781
H -1.0978 1.4543 -2.7117
H -1.3895 2.2279 -1.2852
C 6.1711 3.6290 -1.6854
C 4.8582 3.9636 -1.9852
C 3.9008 2.9694 -2.1147
C 4.2544 1.6349 -1.9594
C 5.5669 1.2990 -1.6560
C 6.5213 2.2987 -1.5183
As 2.8565 0.3027 -2.1617
C 2.7208 0.1845 -4.0932
C 2.0727 1.0689 -4.9392
C 2.0170 0.7848 -6.2975
C 2.5872 -0.3822 -6.7921
C 3.2203 -1.2751 -5.9416
C 3.2940 -0.9941 -4.5821
C 3.9076 -1.8552 -3.5517
C 4.5190 -3.0839 -3.7793
C 5.0332 -3.8023 -2.7114
C 4.9378 -3.3120 -1.4155
C 4.3233 -2.0898 -1.1728
C 3.8240 -1.3662 -2.2437
H 6.9171 4.4055 -1.5740
H 4.5704 5.0003 -2.1050
H 2.8760 3.2423 -2.3366
H 5.8547 0.2636 -1.5246
H 7.5418 2.0295 -1.2756
H 1.6076 1.9641 -4.5419
H 1.5165 1.4710 -6.9696
H 2.5285 -0.6011 -7.8509
H 3.6444 -2.1870 -6.3422
H 4.5861 -3.4843 -4.7829
H 5.5055 -4.7605 -2.8884
H 5.3305 -3.8867 -0.5865
H 4.2272 -1.7142 -0.1608

=====

Record 4
94
Properties=species:S:1:pos:R:3 method="wB97M-V/def2-TZVPD" relative_energy_kcal_mol=33.2 charge=+2 fmax_ev_per_a=3.88 multiplicity=2 gap_ev="4.53 / 4.52" homo_ev="-12.40 / -12.38"
Ti -1.6606 1.0341 1.1900
C -4.6568 -2.4551 3.2105
C -3.3645 -2.5411 2.4305
C -3.3934 -3.1354 0.9876
C -2.6513 -1.2036 2.5078
C -1.2531 -1.1325 2.0378
C -0.3040 -0.2755 2.7358
C -0.7816 0.4903 3.8093
C 0.2832 1.0372 4.7719
C -2.1706 0.8170 3.8091
C -3.1057 -0.0366 3.2202
H -4.8702 -3.4419 3.7043
H -5.5079 -2.2117 2.6094
H -4.5899 -1.7409 4.0852
H -2.7542 -3.3441 2.8842
H -3.8507 -2.4855 0.2293
H -3.8199 -4.1621 0.9452
H -2.3349 -3.3728 0.7599
H -0.9665 -1.8016 1.2896
H 0.6888 -0.1878 2.2834
H 1.0790 1.5935 4.2466
H 0.7804 0.2103 5.3165
H -0.2349 1.7159 5.4398
H -2.5494 1.6608 4.4008
H -4.1715 0.1648 3.3976
C -3.6447 0.3575 -1.1403
O -3.3095 1.1063 0.0351
C -4.0581 2.3755 0.1919
C -5.1622 2.1654 1.1849
O -4.8075 2.5728 2.5121
C -4.6877 3.9726 2.7555
H -3.1542 0.8552 -2.0012
H -4.7328 0.4168 -1.2381
H -3.2737 -0.6761 -1.0241
H -4.3745 2.7276 -0.8590
H -3.2959 3.0907 0.5673
H -5.4687 1.1091 1.2770
H -6.0065 2.8000 0.8185
H -4.6849 4.1692 3.8787
H -5.6060 4.5449 2.4300
H -3.7995 4.4167 2.2359
C 6.6225 0.8324 0.6564
C 5.3645 0.1029 0.3452
C 4.8218 -0.8792 1.1624
C 3.5808 -1.4862 0.8907
C 3.0123 -2.4880 1.8740
C 2.8880 -1.1881 -0.2996
As 1.6064 -2.5634 -0.8073
N -0.3204 1.1759 0.0153
C -0.2703 2.5307 0.0628
C -0.0406 3.3283 -1.1430
C -0.3389 4.6662 -1.0900
C -0.8887 5.3053 -0.0089
C -1.0843 4.5386 1.1621
C -0.7322 3.1585 1.2534
C 2.0444 -2.6019 -2.7532
C 1.0654 -2.0889 -3.6711
C -0.4074 -1.8821 -3.3093
C 1.4200 -1.9172 -5.0260
C 2.7130 -2.1399 -5.5219
C 3.0821 -1.8160 -6.9431
C 3.6374 -2.7463 -4.6254
C 3.3184 -3.0125 -3.2868
C 4.2892 -3.7754 -2.4066
C 3.4182 -0.0731 -1.0688
C 2.5887 0.5319 -2.1539
C 4.5585 0.5759 -0.7000
H 6.3348 1.7019 1.2921
H 7.1427 1.2214 -0.2237
H 7.3047 0.2552 1.2733
H 5.4309 -1.1969 2.0037
H 1.9087 -2.4298 2.0511
H 3.5651 -2.3696 2.8432
H 3.2809 -3.5333 1.5622
H 0.3445 2.8932 -2.0450
H -0.0579 5.2629 -1.9760
H -1.1844 6.3486 -0.0897
H -1.4320 5.0164 2.0543
H -0.3240 2.7961 2.2118
H -0.8688 -2.7296 -2.7875
H -0.9554 -1.8226 -4.2804
H -0.6870 -0.9774 -2.7703
H 0.6926 -1.5273 -5.7910
H 3.8610 -1.0635 -6.9057
H 2.2970 -1.3821 -7.5866
H 3.4627 -2.7421 -7.4527
H 4.6542 -2.8187 -4.9489
H 5.1639 -4.2573 -2.8695
H 3.6252 -4.5368 -1.8185
H 4.7017 -3.0955 -1.6310
H 1.4942 0.5485 -1.9612
H 2.6962 0.0667 -3.1331
H 3.0011 1.5387 -2.3830
H 4.8251 1.5447 -1.1718

=====

Record 5
103
Properties=species:S:1:pos:R:3 method="wB97M-V/def2-TZVPD" relative_energy_kcal_mol=23.4 charge=-1 fmax_ev_per_a=0.32 gap_ev=4.12 homo_ev=-2.08
Cs -0.3603 0.0351 0.2631
O -3.0574 2.6525 1.9651
C -2.8498 3.9786 2.1743
C -3.6009 4.6846 3.1072
C -3.3709 6.0380 3.3260
C -2.3827 6.6919 2.6114
C -1.6360 5.9751 1.6791
C -1.8491 4.6294 1.4399
C -0.9697 3.8350 0.4624
O -0.3688 2.8160 0.9991
N -1.9588 3.4943 -0.6890
N -1.7439 2.4676 -1.4811
C -2.1755 2.4822 -2.6925
C -2.0891 1.3190 -3.5728
Br -2.0631 -0.3793 -2.7048
C -2.0537 1.4404 -4.9075
C -1.9669 0.3730 -5.9192
C -2.7770 -0.7629 -5.8926
C -2.6429 -1.7569 -6.8503
C -1.7001 -1.6355 -7.8624
C -0.9058 -0.4977 -7.9174
C -1.0449 0.4956 -6.9622
H -3.8288 2.3575 2.4595
H -4.3706 4.1650 3.6703
H -3.9647 6.5697 4.0593
H -2.1893 7.7443 2.7774
H -0.8522 6.4726 1.1166
H -0.2843 4.5688 -0.0397
H -2.3191 4.3312 -1.1534
H -2.6482 3.3718 -3.1212
H -2.0004 2.4566 -5.2903
H -3.5178 -0.8633 -5.1126
H -3.2786 -2.6322 -6.8050
H -1.5909 -2.4162 -8.6045
H -0.1733 -0.3865 -8.7078
H -0.4165 1.3788 -7.0029
C 3.5949 -4.0256 3.1976
N 3.9999 -2.6537 2.9576
C 4.5906 -2.0032 4.1230
C 4.5159 -0.5344 3.7519
N 3.3009 -0.5013 2.9678
C 3.0234 0.6935 2.2007
C 3.1180 -1.7415 2.3466
N 2.2949 -1.8897 1.3965
C 2.1637 -3.1116 0.6309
C 1.2345 -2.9109 -0.5631
N 1.6842 -1.8061 -1.3771
C 1.4770 -1.6896 -2.6250
N 1.8365 -0.5265 -3.3070
C 1.9541 0.7142 -2.5758
C 1.1234 -0.4726 -4.5677
C 0.9091 -1.9452 -4.8768
N 0.8873 -2.5542 -3.5505
C 1.1117 -3.9871 -3.4968
H 4.4015 -4.5227 3.7377
H 3.4335 -4.5626 2.2694
H 2.6831 -4.0905 3.8064
H 5.6082 -2.3560 4.2947
H 3.9947 -2.2013 5.0254
H 5.3875 -0.2349 3.1502
H 4.4535 0.1214 4.6219
H 2.8535 1.5395 2.8651
H 2.1289 0.4999 1.6226
H 3.8450 0.9316 1.5119
H 1.7299 -3.9241 1.2269
H 3.1497 -3.4434 0.2733
H 0.2256 -2.7070 -0.1735
H 1.1384 -3.8710 -1.0767
H 2.4747 0.5246 -1.6398
H 0.9754 1.1653 -2.3606
H 2.5317 1.4247 -3.1699
H 1.7026 0.0419 -5.3370
H 0.1645 0.0422 -4.4517
H 1.7458 -2.3443 -5.4675
H -0.0218 -2.1220 -5.4182
H 1.1830 -4.3690 -4.5160
H 0.2923 -4.5088 -2.9991
H 2.0458 -4.2251 -2.9834
C -4.5492 -2.7527 1.9776
C -3.4243 -1.8293 1.4670
C -4.0433 -0.5121 0.9955
C -2.5468 -2.4458 0.3813
H -5.1268 -2.3086 2.8038
H -4.1367 -3.7048 2.3184
H -5.2423 -2.9731 1.1584
H -2.7928 -1.5977 2.3410
H -4.4671 -0.6386 -0.0061
H -3.3011 0.2873 0.9458
H -4.8471 -0.1572 1.6560
H -3.1945 -2.7172 -0.4750
H -2.1319 -3.3986 0.7608
N 2.6544 0.8913 7.7485
C 2.0154 0.5908 6.8416
C 1.2165 0.2158 5.7055
C 0.9822 -1.1306 5.4313
C 0.2447 -1.4521 4.3081
N -0.2552 -0.5393 3.4793
C -0.0401 0.7449 3.7489
C 0.6892 1.1750 4.8520
H 1.3782 -1.9007 6.0799
H 0.0479 -2.4865 4.0488
H -0.4421 1.4785 3.0525
H 0.8516 2.2306 5.0212